Record 1
A 8-piece molecular cluster, H16O8 overall in a non-equilibrium geometry, computed with ωB97M-V/def2-TZVPD.

Calculated values
Kohn-Sham gap = 10.50 eV
E_HOMO = -10.757 eV
SMILES = O.O.O.O.O.O.O.O
LUMO level = -0.25 eV

Positions of all 24 atoms, in Å:
O  9.43  22.31  5.60
O  13.64  23.46  1.24
H  12.54  21.41  3.37
H  13.11  24.99  7.34
H  11.22  21.92  2.63
H  9.49  21.18  5.64
H  13.17  23.10  2.12
H  12.41  27.06  2.69
H  8.48  25.01  3.29
H  10.29  22.61  5.22
H  10.29  26.01  6.47
H  10.02  25.70  3.32
O  9.25  25.47  2.80
O  11.48  24.74  4.49
H  11.67  24.02  3.96
H  14.40  23.71  1.84
O  12.56  24.33  6.98
O  11.91  22.21  3.32
O  12.35  27.20  3.66
H  11.88  24.86  7.55
H  9.63  24.96  7.30
H  11.83  24.70  5.40
O  10.27  25.66  7.34
H  12.31  26.33  4.08

=====

Record 2
C29H18Br2N5ORuSe as an isolated structure, computed with ωB97M-V/def2-TZVPD.

Calculated values
Kohn-Sham gap (spin up / spin down) = 5.26 / 5.19 eV
E_HOMO (spin up / spin down) = -5.752 / -7.773 eV
<S²> = 8.830
LUMO level (spin up / spin down) = -0.49 / -2.59 eV
multiplicity = 6

Positions of all 57 atoms, in Å:
H  -2.67  1.36  -1.34
N  1.43  -1.66  -0.48
N  -1.94  0.49  0.36
H  -2.12  -0.04  5.56
C  -0.30  -0.58  -3.66
Ru  -0.13  -0.37  -0.32
C  -2.07  0.28  1.71
C  1.01  2.94  -3.75
C  0.21  0.74  -3.20
H  -4.77  2.25  2.29
C  1.04  2.32  -0.05
H  -1.38  -0.54  -3.82
C  1.21  3.21  -2.38
Br  2.19  5.84  -3.01
H  -3.85  1.31  4.43
H  -0.12  -1.38  -2.93
C  1.52  -4.14  2.89
C  -2.13  0.04  4.48
C  -3.03  -1.56  -1.71
C  0.53  1.73  -4.16
C  3.38  -2.71  -1.40
C  -2.81  1.25  -0.27
H  0.17  -0.86  -4.60
C  1.56  3.53  0.38
Se  -1.90  -2.65  -0.76
C  1.54  -2.45  0.64
N  -3.68  -0.82  -2.32
O  0.71  1.34  0.73
C  -1.15  -0.65  3.74
C  -3.09  0.79  3.86
H  4.09  -2.78  -2.21
H  2.26  -1.14  -2.32
C  3.48  -3.57  -0.28
C  1.89  4.57  -0.51
C  -3.98  1.75  1.74
C  0.87  2.19  -1.48
C  0.57  -3.17  2.80
H  -4.56  2.49  -0.18
H  -0.39  -1.20  4.27
C  0.61  -2.25  1.70
C  -1.13  -0.59  2.36
H  2.29  5.49  -0.11
H  -0.24  -3.12  3.52
C  -3.06  0.94  2.45
C  2.52  -4.26  1.90
N  -0.25  -1.22  1.51
C  2.54  -3.44  0.75
H  1.51  -4.85  3.71
H  0.39  1.51  -5.20
C  1.72  4.42  -1.85
C  2.38  -1.80  -1.48
Br  1.81  3.81  2.22
N  0.36  0.98  -1.91
C  -3.87  1.89  0.39
H  3.28  -5.03  2.00
H  1.25  3.71  -4.48
H  4.27  -4.31  -0.21

=====

Record 3
C2H3ClNOP as an isolated structure in a non-equilibrium geometry, computed with ωB97M-V/def2-TZVPD.

Calculated values
Kohn-Sham gap = 10.19 eV
E_HOMO = -10.403 eV
LUMO level = -0.22 eV

Positions of all 9 atoms, in Å:
C  0.10  0.29  0.22
N  1.79  2.28  2.51
H  -0.38  0.76  1.09
C  2.09  1.23  2.16
H  0.59  1.18  -0.22
O  3.32  -0.56  0.50
H  -0.18  -0.60  -0.23
P  2.15  -0.27  1.27
Cl  1.85  -1.67  2.60